DFT (the ωB97M-V functional and the def2-TZVPD basis) results for 2 unconnected molecules or ions with the total composition C3H11N2O2S.

Geometry (Å):
N 0.992 -0.134 1.026
C -0.222 0.272 0.238
C -1.019 1.311 0.990
S 0.040 2.776 1.339
C -1.032 -1.023 0.033
N -2.129 -0.964 -0.715
O -0.651 -2.027 0.593
H 0.727 -0.185 2.000
H 1.318 -1.002 0.587
H 1.756 0.515 0.816
H 0.056 0.653 -0.736
H -1.932 1.588 0.473
H -1.437 0.937 1.925
H -0.944 3.667 1.181
H -2.609 -1.822 -0.901
H -2.413 -0.195 -1.292
H 3.856 -1.358 -2.913
H 2.459 -1.809 -2.402
O 3.183 -1.200 -2.244

As for the total charge: +1. The total energy comes out at -21193.750 eV. The energy above the lowest of the compared OMol25 structures with the same formula, charge and spin comes out at 93.1 kJ/mol. The calculation puts the HOMO energy at -13.427 eV. As for the molar mass: 139.20 g/mol. As for the spin multiplicity: 1.